1.
ORCA calculation (wB97M-V/def2-TZVPD) on C8H11F7N2NbO4S as an isolated structure in a non-equilibrium geometry.

Geometry (Å):
C  2.305  -0.813  1.241
Nb  0.897  -0.139  -0.410
C  2.099  1.758  -0.779
C  1.983  2.865  0.357
C  0.513  3.314  0.698
N  0.043  3.013  2.053
O  -0.254  3.864  -0.087
N  2.113  -1.089  -1.954
C  2.684  -2.144  -1.507
O  3.420  -2.921  -0.984
S  -0.488  -2.264  -0.384
O  -0.496  -2.856  -1.752
O  0.258  -3.231  0.493
C  -2.204  -2.144  0.385
F  -2.187  -1.434  1.593
F  -2.527  -3.468  0.770
C  -3.374  -1.700  -0.583
F  -3.413  -2.451  -1.754
F  -4.596  -1.971  0.064
C  -3.406  -0.168  -1.013
F  -2.721  0.687  -0.199
F  -4.750  0.239  -0.948
F  -3.058  -0.002  -2.344
H  2.483  -1.926  1.279
H  1.833  -0.534  2.243
H  3.330  -0.322  1.203
H  -0.310  0.512  -1.641
H  -0.120  0.624  0.872
H  3.192  1.445  -0.827
H  1.860  2.188  -1.799
H  2.545  3.795  0.023
H  2.488  2.457  1.289
H  0.706  2.318  2.418
H  -0.848  2.496  1.985

Atoms 1-2, force components in eV/Å:
C -0.186 0.259 1.682
Nb 4.888 0.511 -2.278

## Properties
frontier orbital gap	7.01	eV
2S+1	1
LUMO level	1.105	eV
total charge	-1
E_tot	-51048.8925	eV
E_HOMO	-5.9	eV


2.
ORCA calculation (wB97M-V/def2-TZVPD) on a 2-piece molecular cluster, C2H9N6O2S overall in a non-equilibrium geometry.

Geometry (Å):
C  0.440  1.116  -1.402
C  2.460  -0.039  -0.546
N  -0.183  2.039  -1.853
N  2.684  -0.524  0.727
N  3.055  0.360  -1.539
N  -2.888  -1.059  1.683
N  -1.577  0.850  0.361
N  0.974  0.290  -0.675
O  -2.241  -1.239  -0.835
O  -0.484  -1.305  0.911
S  -1.783  -0.827  0.465
H  -0.485  2.445  -2.794
H  3.606  -0.656  1.104
H  1.840  -0.720  1.138
H  4.034  0.278  -1.465
H  -2.435  1.392  0.310
H  -2.725  -1.697  2.435
H  -3.547  -1.526  1.031
H  -1.074  1.207  1.141
H  0.326  -0.386  -0.199

Atoms 1-2, force components in eV/Å:
C -2.514 4.737 -2.903
C -1.880 1.007 1.546

## Properties
frontier orbital gap	10.56	eV
2S+1	1
LUMO level	-3.401	eV
total charge	+1
E_tot	-26082.0938	eV
E_HOMO	-14.0	eV
energy above the lowest of the compared OMol25 structures with the same formula, charge and spin	33.1	kcal per mole


Repeat the second record exactly.
ORCA calculation (wB97M-V/def2-TZVPD) on a 2-piece molecular cluster, C2H9N6O2S overall in a non-equilibrium geometry.

Geometry (Å):
C  0.440  1.116  -1.402
C  2.460  -0.039  -0.546
N  -0.183  2.039  -1.853
N  2.684  -0.524  0.727
N  3.055  0.360  -1.539
N  -2.888  -1.059  1.683
N  -1.577  0.850  0.361
N  0.974  0.290  -0.675
O  -2.241  -1.239  -0.835
O  -0.484  -1.305  0.911
S  -1.783  -0.827  0.465
H  -0.485  2.445  -2.794
H  3.606  -0.656  1.104
H  1.840  -0.720  1.138
H  4.034  0.278  -1.465
H  -2.435  1.392  0.310
H  -2.725  -1.697  2.435
H  -3.547  -1.526  1.031
H  -1.074  1.207  1.141
H  0.326  -0.386  -0.199

Atoms 1-2, force components in eV/Å:
C -2.514 4.737 -2.903
C -1.880 1.007 1.546

## Properties
frontier orbital gap	10.56	eV
2S+1	1
LUMO level	-3.401	eV
total charge	+1
E_tot	-26082.0938	eV
E_HOMO	-14.0	eV
energy above the lowest of the compared OMol25 structures with the same formula, charge and spin	33.1	kcal per mole


Which of these has the highest frontier orbital gap?
C2H9N6O2S


Among the records above, which one has the lowest LUMO level?
C2H9N6O2S